(1)
# C41H56Cl2LaN7O6S

C41H56Cl2LaN7O6S as an isolated structure in a non-equilibrium geometry (the ωB97M-V functional and the def2-TZVPD basis, the Open Molecules 2025 dataset).

```
114
Properties=species:S:1:pos:R:3
La -0.1078 0.0763 1.1264
O -2.2012 3.0461 2.9264
C -2.5170 2.2390 2.0145
O -1.7096 1.8465 1.0429
C -3.9103 1.5854 1.9472
C -4.4805 1.5246 0.5296
C -6.0233 1.3875 0.5553
C -6.1898 -0.0625 1.1187
C -4.8057 -0.5810 1.3393
O -4.1011 0.1036 0.1372
C -4.0720 0.1033 2.4813
C -2.7800 -0.6011 3.0892
O -2.7356 -0.7416 4.2925
O -1.8569 -0.9043 2.2250
H -4.6439 2.2070 2.5035
H -4.2015 2.3722 -0.1164
H -6.4943 2.1980 1.1444
H -6.4206 1.4442 -0.4882
H -6.9475 -0.0502 1.9482
H -6.6950 -0.7088 0.3810
H -4.7441 -1.6602 1.3593
H -4.7397 0.1574 3.3237
N 3.1288 -1.4777 -0.6190
C 3.2394 -1.5996 0.7382
N 4.3535 -2.3303 1.0281
C 4.4667 -2.5121 2.3546
N 5.3671 -3.4997 2.7876
N 3.6943 -1.8516 3.3096
C 2.6874 -1.0989 2.8932
N 2.3367 -1.0459 1.5603
C 1.9022 -0.3764 3.9182
C 2.2461 -0.5131 5.2512
C 1.6268 0.2178 6.2574
C 0.6275 1.0706 5.8544
C 0.2374 1.0846 4.5377
N 0.8078 0.3558 3.5457
H 3.8820 -1.8909 -1.1657
H 2.1789 -1.4930 -0.9879
H 6.0497 -3.7505 2.0942
H 5.6803 -3.4658 3.7480
H 3.0422 -1.2172 5.4577
H 1.8650 0.0138 7.3082
H 0.0470 1.6784 6.5668
H -0.6359 1.6479 4.3161
Cl 6.2694 2.8361 0.5833
C 6.3248 2.3258 -1.1290
Cl 4.7377 1.7096 -1.6719
H 7.0898 1.5666 -1.3150
H 6.5655 3.2318 -1.6566
C -0.9540 -5.4670 2.4234
C -0.2863 -4.8706 1.1974
C 0.4273 -5.7156 0.3217
C 0.9471 -5.2637 -0.8631
C 1.7215 -6.1820 -1.7735
C 0.6794 -3.9648 -1.2536
C -0.0438 -3.0177 -0.4370
C -0.4508 -3.5348 0.8405
N -0.2038 -1.6860 -0.7237
C -0.5901 -1.2879 -2.1380
C 0.6129 -1.0729 -3.0691
C 0.2432 -0.6524 -4.4679
C -0.7745 -1.6349 -5.1012
C -2.0154 -1.8029 -4.2052
C -2.7296 -0.4723 -4.1085
C -1.7633 0.5203 -3.4659
C -0.5081 0.6809 -4.3537
C -1.3790 0.0449 -2.0632
C -1.5273 -2.2636 -2.7922
H -1.4768 -6.3894 2.1864
H -1.6237 -4.7826 2.9962
H -0.2427 -5.8484 3.1372
H 0.5966 -6.7379 0.5819
H 2.1077 -6.9595 -1.1136
H 2.5737 -5.6821 -2.2424
H 1.1692 -6.5566 -2.6524
H 1.0795 -3.6706 -2.2309
H -1.0256 -2.8847 1.5279
H 1.1665 -2.0136 -3.1679
H 1.3384 -0.3526 -2.6374
H 1.1289 -0.6107 -5.1403
H -0.3939 -2.6551 -5.3680
H -1.1008 -1.2665 -6.0936
H -2.6890 -2.5812 -4.6164
H -3.6194 -0.6425 -3.4922
H -3.0633 -0.0770 -5.0854
H -2.2400 1.5095 -3.3657
H 0.1524 1.4322 -3.9271
H -0.7594 1.0669 -5.3647
H -2.3379 -0.0365 -1.4655
H -0.8183 0.8705 -1.5461
H -1.0567 -3.2723 -2.8881
H -2.3874 -2.4080 -2.1048
C 2.2746 6.2418 1.3900
C 0.8691 5.6523 1.1108
C 0.8241 4.1762 1.3812
S 1.8320 3.2183 0.2591
O 1.4609 1.7594 0.5836
C 0.9628 3.5145 -1.2837
C 1.5225 4.3540 -2.4767
C 0.3195 4.9231 -3.2529
H 2.4444 7.1673 0.7931
H 3.0769 5.4894 1.1835
H 2.3865 6.5976 2.4442
H 0.5357 5.8846 0.0870
H 0.2049 6.1871 1.8423
H -0.1538 3.7738 1.3642
H 1.2761 3.9667 2.4359
H 0.0121 3.9673 -0.9591
H 0.7084 2.4957 -1.6724
H 2.1343 3.7263 -3.1269
H 2.1906 5.1883 -2.1256
H -0.4669 4.2140 -3.6181
H 0.5826 5.5537 -4.1055
H -0.3218 5.5424 -2.5940
```

E_tot, Eh: -3781.0205
Energy above the lowest of the compared OMol25 structures with the same formula, charge and spin, eV: 1.215
Lowest unoccupied orbital energy, Eh: -0.0254
Orbital gap, eV: 5.641

Results of the Löwdin charge analysis, in e, for atoms 1 through 99:
1. La 2.060
2. O 0.001
3. C -0.545
4. O -0.276
5. C -0.120
6. C -0.224
7. C -0.117
8. C -0.139
9. C -0.196
10. O -0.113
11. C -0.096
12. C -0.574
13. O 0.057
14. O -0.292
15. H 0.152
16. H 0.157
17. H 0.113
18. H 0.117
19. H 0.127
20. H 0.112
21. H 0.156
22. H 0.134
23. N 0.168
24. C -0.412
25. N 0.166
26. C -0.362
27. N 0.145
28. N 0.160
29. C -0.256
30. N 0.079
31. C -0.193
32. C -0.006
33. C -0.030
34. C -0.042
35. C -0.090
36. N 0.017
37. H 0.111
38. H 0.051
39. H 0.090
40. H 0.095
41. H 0.107
42. H 0.123
43. H 0.128
44. H 0.097
45. Cl 0.485
46. C -0.984
47. Cl 0.498
48. H 0.035
49. H 0.012
50. C -0.057
51. C -0.260
52. C -0.051
53. C -0.308
54. C -0.057
55. C -0.027
56. C -0.325
57. C -0.008
58. N -0.125
59. C -0.461
60. C -0.118
61. C -0.284
62. C -0.126
63. C -0.280
64. C -0.132
65. C -0.284
66. C -0.125
67. C -0.111
68. C -0.087
69. H 0.070
70. H 0.088
71. H 0.062
72. H 0.100
73. H 0.070
74. H 0.070
75. H 0.084
76. H 0.093
77. H 0.082
78. H 0.103
79. H 0.119
80. H 0.146
81. H 0.125
82. H 0.115
83. H 0.143
84. H 0.122
85. H 0.124
86. H 0.139
87. H 0.094
88. H 0.124
89. H 0.126
90. H 0.084
91. H 0.121
92. H 0.142
93. C -0.118
94. C -0.287
95. C -0.366
96. S 0.960
97. O -0.749
98. C -0.338
99. C -0.257

(2)
# C41H58N3O4PdS2

C41H58N3O4PdS2 as an isolated structure in a non-equilibrium geometry (the ωB97M-V functional and the def2-TZVPD basis, the Open Molecules 2025 dataset).

```
109
Properties=species:S:1:pos:R:3
Pd 0.4228 -0.0767 -0.0442
C -1.9682 2.0084 1.2832
N -1.6334 1.4640 -0.0236
C -1.2292 2.5479 -0.9106
C -2.7491 0.6981 -0.5723
C -2.8302 -0.7094 0.0459
N -1.5409 -1.3840 0.0086
C -1.3312 -2.1887 -1.2049
C -1.5251 -1.4804 -2.5205
C -2.5505 -1.9045 -3.3443
C -2.7253 -1.3961 -4.6224
C -1.8256 -0.4084 -5.0198
C -0.7782 0.0565 -4.2471
C -0.5780 -0.4927 -2.9376
O 0.4049 -0.1409 -2.1892
C 0.1034 1.1440 -4.8717
C 1.2947 1.5829 -4.0169
C -0.7609 2.3876 -5.1466
C 0.6754 0.6380 -6.2074
C -3.8210 -1.8547 -5.5733
C -3.2094 -2.3144 -6.9057
C -4.7808 -0.6856 -5.8392
C -4.6365 -3.0285 -5.0201
C -1.2954 -2.2295 1.1901
C -1.4761 -1.5713 2.5343
C -2.4060 -2.0995 3.4117
C -2.5266 -1.6394 4.7129
C -1.6685 -0.6099 5.0942
C -0.7182 -0.0395 4.2705
C -0.6008 -0.5088 2.9200
O 0.2459 -0.0088 2.1067
C 0.1411 1.0812 4.8632
C 0.7946 0.6051 6.1725
C 1.2762 1.5758 3.9632
C -0.7747 2.2772 5.1733
C -3.5217 -2.1963 5.7203
C -2.7823 -2.6524 6.9872
C -4.5305 -1.0996 6.0924
C -4.2957 -3.4031 5.1814
H -2.7943 2.7383 1.2084
H -1.0890 2.5002 1.6968
H -2.2591 1.2088 1.9609
H -2.0120 3.3230 -0.9917
H -1.0196 2.1514 -1.9027
H -0.3192 3.0057 -0.5164
H -2.6054 0.5943 -1.6501
H -3.7090 1.2189 -0.4006
H -3.5971 -1.2876 -0.4919
H -3.1347 -0.6266 1.0925
H -2.0070 -3.0648 -1.1812
H -0.2904 -2.5523 -1.1655
H -3.2098 -2.6709 -2.9665
H -1.9561 0.0212 -6.0013
H 0.9777 2.0118 -3.0716
H 1.8683 2.3351 -4.5598
H 1.9470 0.7440 -3.7972
H -1.1969 2.7628 -4.2229
H -1.5718 2.1685 -5.8378
H -0.1488 3.1757 -5.5817
H 1.2518 -0.2699 -6.0482
H 1.3313 1.3931 -6.6378
H -0.1060 0.4220 -6.9319
H -2.6700 -1.5098 -7.3969
H -3.9924 -2.6597 -7.5807
H -2.5145 -3.1338 -6.7384
H -4.2590 0.1469 -6.3036
H -5.2131 -0.3340 -4.9053
H -5.5895 -0.9968 -6.4998
H -3.9970 -3.8886 -4.8341
H -5.3929 -3.3229 -5.7476
H -5.1467 -2.7580 -4.0987
H -0.2465 -2.5638 1.1167
H -1.9494 -3.1212 1.1452
H -3.0292 -2.9061 3.0540
H -1.7571 -0.2277 6.1001
H 1.4021 -0.2777 5.9893
H 0.0594 0.3615 6.9351
H 1.4373 1.3896 6.5692
H 1.9523 0.7667 3.7051
H 1.8402 2.3483 4.4880
H 0.9005 1.9924 3.0352
H -1.5513 2.0073 5.8858
H -1.2560 2.6278 4.2634
H -0.1925 3.0943 5.5957
H -2.2655 -1.8259 7.4658
H -2.0445 -3.4110 6.7375
H -3.4851 -3.0754 7.7045
H -4.0282 -0.2477 6.5431
H -5.2665 -1.4801 6.7999
H -5.0527 -0.7510 5.2042
H -3.6148 -4.2085 4.9156
H -4.8879 -3.1361 4.3094
H -4.9754 -3.7751 5.9476
O 7.1607 0.9538 -1.6584
S 6.5468 0.8321 -0.3589
O 7.1737 1.5903 0.6965
N 4.9259 1.1353 -0.3750
C 4.2683 0.0960 0.0595
S 2.6965 0.1872 0.6979
C 5.0428 -1.1318 0.2703
C 4.5928 -2.3970 0.6259
C 5.5325 -3.3802 0.8773
C 6.8934 -3.1151 0.7928
C 7.3444 -1.8576 0.4062
C 6.4072 -0.8953 0.1343
H 3.5315 -2.5918 0.7026
H 5.2043 -4.3731 1.1515
H 7.6050 -3.8931 1.0301
H 8.3977 -1.6328 0.3264
```

E_tot, Eh: -2986.6613
Lowest unoccupied orbital energy (alpha / beta), Eh: 0.0495 / 0.0513
Orbital gap (alpha / beta), eV: 6.236 / 6.280
Net charge: -1

Results of the Löwdin charge analysis, in e, for atoms 1 through 99:
1. Pd 0.806
2. C -0.090
3. N -0.294
4. C -0.091
5. C -0.169
6. C -0.135
7. N -0.198
8. C -0.151
9. C -0.159
10. C -0.009
11. C -0.182
12. C -0.006
13. C -0.084
14. C -0.327
15. O -0.193
16. C -0.531
17. C -0.058
18. C -0.046
19. C -0.052
20. C -0.560
21. C -0.052
22. C -0.050
23. C -0.072
24. C -0.145
25. C -0.157
26. C -0.009
27. C -0.187
28. C -0.007
29. C -0.082
30. C -0.326
31. O -0.249
32. C -0.527
33. C -0.053
34. C -0.066
35. C -0.043
36. C -0.561
37. C -0.052
38. C -0.050
39. C -0.073
40. H 0.093
41. H 0.082
42. H 0.078
43. H 0.090
44. H 0.057
45. H 0.094
46. H 0.108
47. H 0.126
48. H 0.131
49. H 0.112
50. H 0.124
51. H 0.128
52. H 0.099
53. H 0.095
54. H 0.070
55. H 0.082
56. H 0.088
57. H 0.075
58. H 0.071
59. H 0.081
60. H 0.090
61. H 0.079
62. H 0.067
63. H 0.071
64. H 0.078
65. H 0.088
66. H 0.075
67. H 0.085
68. H 0.077
69. H 0.084
70. H 0.078
71. H 0.079
72. H 0.128
73. H 0.125
74. H 0.101
75. H 0.095
76. H 0.090
77. H 0.066
78. H 0.079
79. H 0.073
80. H 0.083
81. H 0.067
82. H 0.072
83. H 0.074
84. H 0.080
85. H 0.071
86. H 0.088
87. H 0.077
88. H 0.074
89. H 0.077
90. H 0.085
91. H 0.084
92. H 0.080
93. H 0.078
94. O -0.315
95. S 0.639
96. O -0.310
97. N -0.074
98. C -0.776
99. S 0.710